1.
Here is C52H69BrF5MnN3O2PS2Si as an isolated structure in a non-equilibrium geometry from the OMol25 dataset. Energies are from ωB97M-V with the def2-TZVPD basis set.

Each line ends with the Löwdin charge.
Positions of all 137 atoms, in Å:
Mn 0.920 0.947 -0.487  0.793
C -3.786 2.159 2.179  -0.042
C -2.844 2.712 3.245  -0.189
N -2.667 1.799 4.351  -0.053
C -3.716 1.709 5.356  -0.191
C -4.550 0.437 5.261  -0.066
C -1.575 1.030 4.536  -0.431
O -1.489 0.210 5.432  0.079
C -0.380 1.299 3.661  -0.096
C 0.732 1.865 4.278  0.034
C 1.867 2.087 3.522  -0.002
C 1.856 1.719 2.189  -0.150
N 0.811 1.141 1.594  -0.053
C -0.286 0.943 2.322  -0.090
H -3.855 2.861 1.352  0.065
H -4.782 2.007 2.584  0.072
H -3.419 1.210 1.797  0.071
H -3.243 3.657 3.628  0.127
H -1.869 2.919 2.800  0.105
H -4.352 2.590 5.261  0.120
H -3.228 1.730 6.336  0.125
H -5.035 0.356 4.293  0.062
H -5.312 0.454 6.036  0.075
H -3.914 -0.430 5.414  0.065
H 0.693 2.140 5.321  0.132
H 2.743 2.547 3.948  0.117
H 2.734 1.914 1.584  0.011
H -1.123 0.494 1.808  0.056
C 1.966 5.632 -1.135  -0.036
C 1.577 4.647 -2.192  -0.265
C 1.294 5.061 -3.492  -0.012
C 0.965 4.134 -4.471  -0.269
C 0.713 4.556 -5.887  -0.048
C 0.882 2.789 -4.157  0.003
C 1.146 2.326 -2.854  -0.273
C 1.513 3.302 -1.895  -0.065
N 1.092 1.045 -2.407  -0.079
C 0.787 -0.055 -3.317  -0.584
C 1.729 -0.082 -4.542  -0.022
C -0.702 0.019 -3.706  -0.026
C 0.987 -1.366 -2.539  -0.093
H 2.195 6.600 -1.569  0.079
H 2.835 5.273 -0.589  0.029
H 1.158 5.759 -0.418  0.068
H 1.362 6.109 -3.743  0.110
H 0.768 5.636 -5.989  0.072
H -0.270 4.221 -6.217  0.081
H 1.455 4.106 -6.546  0.083
H 0.614 2.110 -4.946  0.092
H 1.829 2.966 -0.890  0.031
H 1.231 0.244 -5.450  0.073
H 2.084 -1.097 -4.710  0.079
H 2.589 0.560 -4.365  0.087
H -0.963 0.990 -4.114  0.073
H -1.307 -0.136 -2.812  0.067
H -0.946 -0.744 -4.439  0.087
H 2.046 -1.577 -2.397  0.043
H 0.538 -2.193 -3.085  0.084
H 0.514 -1.285 -1.550  -0.008
S 4.353 3.024 -0.166  0.353
P 4.615 1.074 -0.109  0.172
S 3.009 -0.207 -0.150  0.413
C 5.694 0.595 -1.499  -0.385
C 5.276 -0.234 -2.526  -0.102
C 6.113 -0.453 -3.606  -0.079
C 7.351 0.164 -3.660  -0.083
C 7.763 0.998 -2.632  -0.076
C 6.936 1.214 -1.548  -0.099
C 5.599 0.631 1.369  -0.388
C 6.022 -0.677 1.562  -0.091
C 6.859 -0.969 2.623  -0.078
C 7.267 0.037 3.486  -0.084
C 6.824 1.335 3.305  -0.081
C 5.986 1.634 2.247  -0.122
H 4.302 -0.700 -2.463  0.055
H 5.793 -1.099 -4.412  0.103
H 7.999 0.002 -4.509  0.102
H 8.723 1.490 -2.680  0.104
H 7.232 1.869 -0.739  0.104
H 5.684 -1.449 0.885  0.103
H 7.201 -1.982 2.779  0.104
H 7.924 -0.194 4.312  0.102
H 7.135 2.117 3.984  0.104
H 5.633 2.644 2.085  0.052
C -1.919 -6.466 -0.524  -0.089
C -1.437 -5.022 -0.678  -0.626
C -1.562 -4.644 -2.156  -0.101
C 0.056 -4.963 -0.336  -0.114
Si -2.489 -3.812 0.432  0.548
Br -1.217 -1.927 0.547  0.613
C -4.137 -3.150 -0.386  -0.628
C -5.042 -4.302 -0.826  -0.088
C -3.861 -2.254 -1.601  -0.113
C -4.919 -2.294 0.616  -0.106
C -2.610 -4.319 2.310  -0.633
C -1.304 -4.965 2.784  -0.102
C -2.848 -3.113 3.228  -0.124
C -3.746 -5.321 2.517  -0.089
H -1.364 -7.109 -1.208  0.089
H -2.977 -6.559 -0.757  0.073
H -1.757 -6.839 0.483  0.063
H -0.913 -5.283 -2.754  0.090
H -1.262 -3.612 -2.322  0.060
H -2.577 -4.783 -2.518  0.065
H 0.607 -5.626 -1.003  0.088
H 0.259 -5.282 0.681  0.060
H 0.459 -3.961 -0.468  0.040
H -4.560 -4.936 -1.565  0.064
H -5.949 -3.898 -1.275  0.088
H -5.335 -4.921 0.018  0.071
H -3.413 -2.801 -2.424  0.061
H -3.211 -1.419 -1.349  0.037
H -4.800 -1.834 -1.963  0.089
H -5.256 -2.883 1.464  0.064
H -5.801 -1.879 0.131  0.089
H -4.315 -1.462 0.972  0.063
H -0.454 -4.312 2.599  0.073
H -1.133 -5.920 2.296  0.063
H -1.351 -5.149 3.857  0.090
H -1.999 -2.432 3.213  0.043
H -2.966 -3.461 4.254  0.089
H -3.739 -2.554 2.964  0.056
H -3.618 -6.205 1.897  0.072
H -4.712 -4.877 2.290  0.064
H -3.768 -5.640 3.558  0.088
F -3.476 6.396 -0.560  0.106
C -2.873 5.196 -0.612  -0.145
C -3.398 4.173 -1.398  -0.145
F -4.517 4.403 -2.100  0.114
C -2.789 2.931 -1.457  -0.125
F -3.336 1.973 -2.232  0.098
C -1.605 2.628 -0.732  -0.296
O -1.029 1.491 -0.735  -0.128
C -1.111 3.719 0.030  -0.139
F 0.054 3.489 0.699  0.059
C -1.709 4.957 0.107  -0.153
F -1.178 5.916 0.882  0.109

Atomic forces in eV per Å
-1.0 0.5 -1.2
0.2 0.2 0.1
-0.1 0.1 -0.4
0.1 0.1 0.1
-0.1 -0.3 0.2
0.1 0.2 0.0
0.0 0.1 -0.2
0.1 -0.2 0.3
0.3 -0.2 -0.1
0.0 0.0 -0.3
-0.3 0.0 0.0
0.6 0.1 0.2
0.2 0.1 0.4
-0.5 0.0 0.3
0.0 0.1 -0.2
-0.2 0.0 0.0
0.1 -0.2 -0.1
0.1 0.0 0.0
-0.1 0.1 0.1
0.1 0.0 0.0
-0.1 0.1 -0.1
-0.1 0.0 -0.1
-0.1 -0.1 0.1
0.0 -0.1 0.0
0.0 0.0 0.1
0.1 0.0 0.0
-0.2 0.0 0.0
-0.1 0.0 0.0
0.0 0.0 0.1
-0.1 0.0 -0.1
0.0 -0.2 0.1
0.1 0.2 0.2
0.0 0.0 0.0
-0.1 -0.3 0.3
0.0 1.4 0.3
-0.1 -0.6 -0.1
1.0 -0.7 0.2
-0.7 -0.5 0.2
-0.1 0.1 0.2
0.2 -0.1 0.1
0.2 0.4 0.0
0.0 0.1 0.0
0.1 0.0 0.1
-0.1 0.1 0.1
0.0 0.2 0.0
0.0 0.1 -0.1
-0.1 0.0 -0.1
0.0 0.0 -0.1
0.0 -0.1 -0.1
0.0 0.4 -0.5
0.0 0.1 -0.1
0.0 -0.1 0.0
0.1 0.0 -0.1
-0.1 0.1 -0.1
-0.1 0.0 0.0
-0.1 -0.2 -0.1
0.0 0.0 0.1
-0.1 -0.1 0.0
-0.1 -0.3 -0.2
-0.1 -0.3 0.1
0.4 0.4 -0.2
-0.1 -0.2 0.2
-0.4 0.0 0.3
0.0 0.0 0.2
0.1 0.0 -0.2
0.0 -0.1 -0.1
0.1 0.1 0.1
0.0 0.0 0.0
-0.3 0.2 -0.3
0.0 0.0 0.0
0.0 -0.2 0.0
0.0 0.0 0.1
0.1 0.0 0.1
-0.1 0.0 -0.1
-0.1 0.0 -0.1
0.0 0.0 -0.1
0.0 0.0 -0.1
0.1 0.0 0.0
0.1 0.1 0.0
0.1 -0.1 0.0
0.0 -0.1 0.0
0.1 -0.1 0.1
0.0 0.0 0.0
0.0 0.0 -0.1
-0.1 0.1 0.2
-0.1 0.2 0.1
-0.2 0.1 0.2
-0.1 0.1 0.1
0.0 0.1 0.0
0.1 0.2 0.0
0.2 0.0 0.1
0.2 -0.1 0.1
0.2 -0.1 0.1
0.2 -0.1 0.1
0.0 0.1 -0.2
0.0 0.0 -0.3
0.0 0.1 -0.2
0.0 0.1 -0.2
0.0 -0.1 -0.1
-0.2 -0.1 0.0
0.0 -0.1 0.1
0.1 -0.1 0.0
0.0 0.2 -0.1
-0.1 0.0 -0.1
0.0 -0.1 -0.1
0.1 0.0 0.1
0.1 0.1 0.0
0.0 -0.1 -0.1
-0.1 0.0 -0.1
-0.1 -0.2 0.1
0.1 0.0 -0.1
0.0 0.1 0.0
-0.2 0.0 0.0
-0.1 0.0 0.2
-0.1 0.0 -0.1
0.0 0.1 0.1
0.1 0.0 0.0
0.1 -0.1 0.0
-0.1 0.0 0.2
0.0 0.1 0.0
0.0 -0.1 0.1
-0.1 0.1 0.0
-0.1 -0.2 -0.1
-0.2 0.0 0.0
0.0 -0.1 0.2
0.1 -0.2 0.0
0.0 -0.1 0.0
0.0 0.2 0.1
0.2 -0.1 0.1
0.5 -0.5 0.1
0.1 0.2 0.2
-0.8 2.3 0.2
1.4 -2.0 0.3
0.3 -0.7 -0.2
-0.5 0.5 0.0
-0.2 0.1 0.0
-0.1 -0.1 -0.2

Multiplicity ... 5
Charge ... 0
<S²> ... 6.1833
HOMO-LUMO gap (spin up / spin down) ... 5.2 / 6.8 eV
DFT total energy ... -7989.33535 Ha

---

2.
Here is C52H72BLi2O32 as an isolated structure in a non-equilibrium geometry from the OMol25 dataset. Energies are from ωB97M-V with the def2-TZVPD basis set.

Each line ends with the Löwdin charge.
Positions of all 159 atoms, in Å:
Li -5.942 -1.502 -4.083  0.966
Li 1.920 0.926 6.804  0.954
O -1.907 -1.080 -2.782  0.076
C -1.105 -0.693 -1.924  -0.358
O -0.415 -1.444 -1.095  0.240
B 0.446 -0.540 -0.294  -0.903
O 0.192 0.811 -0.718  0.281
C -0.654 0.770 -1.679  -0.404
O -1.066 1.728 -2.309  0.126
O 1.848 -0.928 -0.481  0.223
C 2.423 -1.208 0.703  -0.368
O 3.560 -1.516 0.888  0.152
C 1.283 -0.990 1.764  -0.365
O 0.181 -0.694 1.150  0.249
O 1.525 -1.098 2.980  0.069
O -6.743 -0.187 -0.423  0.053
C -7.440 0.019 0.578  -0.471
O -7.182 -0.666 1.649  0.061
C -8.193 -0.623 2.569  -0.198
C -8.970 0.638 2.271  -0.135
C -8.734 0.818 0.763  -0.053
H -7.706 -0.656 3.544  0.131
H -8.831 -1.507 2.549  0.133
H -8.610 1.440 2.914  0.121
H -10.032 0.553 2.503  0.119
H -8.687 1.869 0.475  0.124
H -9.467 0.480 0.030  0.127
O 0.151 -7.339 8.239  0.113
C 0.885 -7.199 7.290  -0.461
O 0.358 -7.111 6.028  0.006
C 1.371 -7.288 5.027  -0.152
C 2.613 -6.779 5.740  -0.182
C 2.375 -7.085 7.169  -0.086
H 1.182 -6.870 4.039  0.127
H 1.446 -8.362 4.860  0.125
H 2.769 -5.725 5.514  0.118
H 3.468 -7.255 5.260  0.120
H 2.744 -6.306 7.836  0.134
H 2.791 -8.070 7.379  0.139
O -1.475 -8.288 -0.013  0.102
C -2.115 -7.501 0.677  -0.474
O -2.777 -7.964 1.761  0.049
C -3.703 -7.006 2.126  -0.227
C -3.000 -5.722 1.837  -0.150
C -2.334 -6.052 0.475  -0.060
H -4.083 -6.996 3.147  0.130
H -4.635 -7.130 1.573  0.129
H -2.295 -5.441 2.619  0.123
H -3.799 -5.002 1.661  0.112
H -1.396 -5.510 0.352  0.133
H -3.018 -5.941 -0.366  0.134
O 2.044 4.131 3.998  0.053
C 2.740 5.044 3.512  -0.348
O 3.657 5.884 4.184  0.003
C 4.446 6.600 3.279  -0.211
C 3.654 6.736 2.004  -0.161
C 2.751 5.508 2.027  -0.075
H 5.416 6.152 3.063  0.130
H 4.520 7.618 3.661  0.130
H 4.292 6.834 1.126  0.125
H 2.976 7.571 2.180  0.118
H 3.004 4.728 1.309  0.124
H 1.760 5.889 1.783  0.121
O 10.345 -3.383 -3.656  0.092
C 9.162 -3.696 -3.524  -0.442
O 8.139 -3.024 -4.130  0.033
C 6.898 -3.467 -3.694  -0.201
C 7.190 -4.856 -3.230  -0.167
C 8.640 -4.815 -2.662  -0.056
H 6.241 -3.583 -4.556  0.128
H 6.461 -2.862 -2.900  0.132
H 7.129 -5.554 -4.065  0.117
H 6.480 -5.197 -2.477  0.113
H 9.243 -5.682 -2.933  0.125
H 8.644 -4.651 -1.584  0.127
O -0.011 -2.854 -9.542  0.073
C 0.539 -3.137 -8.465  -0.469
O 1.331 -4.240 -8.418  0.038
C 1.957 -4.328 -7.146  -0.178
C 1.196 -3.382 -6.243  -0.147
C 0.616 -2.343 -7.236  -0.068
H 2.986 -3.976 -7.222  0.125
H 2.008 -5.330 -6.720  0.127
H 1.815 -2.858 -5.516  0.115
H 0.508 -4.027 -5.696  0.114
H 1.410 -1.618 -7.416  0.141
H -0.325 -1.832 -7.030  0.130
O -6.134 2.287 -5.880  0.026
C -6.400 3.501 -6.086  -0.457
O -6.015 4.160 -7.157  0.053
C -6.656 5.448 -7.229  -0.142
C -7.113 5.776 -5.829  -0.153
C -7.164 4.428 -5.155  -0.080
H -7.464 5.307 -7.946  0.132
H -5.974 6.230 -7.563  0.131
H -8.014 6.377 -5.953  0.125
H -6.313 6.373 -5.390  0.119
H -8.173 4.069 -4.955  0.128
H -6.645 4.341 -4.200  0.129
O 1.271 -1.437 9.764  0.033
C 0.981 -1.625 10.977  -0.386
O 1.895 -2.230 11.823  0.034
C 1.528 -2.035 13.125  -0.209
C 0.230 -1.230 13.188  -0.138
C -0.256 -1.281 11.754  -0.083
H 2.287 -1.593 13.770  0.133
H 1.258 -3.023 13.499  0.129
H 0.368 -0.228 13.594  0.119
H -0.489 -1.761 13.812  0.117
H -0.689 -0.371 11.338  0.129
H -0.967 -2.076 11.530  0.138
O -2.018 -0.258 6.533  0.062
C -3.001 -0.981 6.729  -0.430
O -3.845 -0.850 7.764  0.049
C -4.790 -1.861 7.696  -0.180
C -4.129 -2.928 6.815  -0.190
C -3.257 -2.250 5.870  -0.077
H -5.656 -1.395 7.226  0.125
H -5.114 -2.301 8.639  0.133
H -4.819 -3.631 6.350  0.125
H -3.573 -3.459 7.588  0.128
H -3.738 -1.936 4.945  0.133
H -2.335 -2.811 5.717  0.134
O 2.747 3.271 -9.355  0.077
C 1.523 3.258 -9.117  -0.421
O 1.004 3.277 -7.869  0.008
C -0.384 3.172 -7.744  -0.160
C -0.838 3.474 -9.191  -0.149
C 0.380 3.330 -10.132  -0.060
H -0.763 3.972 -7.108  0.121
H -0.608 2.162 -7.401  0.125
H -1.174 4.512 -9.190  0.106
H -1.655 2.801 -9.453  0.108
H 0.519 4.177 -10.804  0.123
H 0.323 2.423 -10.734  0.123
O 6.198 2.032 -4.345  0.121
C 6.638 2.214 -3.235  -0.469
O 7.884 2.682 -3.027  0.048
C 8.127 2.870 -1.643  -0.168
C 6.741 2.955 -1.100  -0.214
C 5.928 1.992 -1.908  -0.073
H 8.698 3.745 -1.335  0.132
H 8.563 2.006 -1.141  0.129
H 6.225 3.915 -1.110  0.120
H 6.776 2.609 -0.067  0.115
H 4.884 2.302 -1.862  0.128
H 6.040 0.972 -1.541  0.131
O 1.622 10.337 -2.634  0.119
C 0.853 9.494 -3.001  -0.533
O 1.314 8.521 -3.719  0.062
C 0.297 7.615 -4.188  -0.131
C -0.971 8.084 -3.488  -0.172
C -0.629 9.353 -2.764  -0.069
H 0.728 6.643 -3.950  0.125
H 0.111 7.477 -5.253  0.119
H -1.272 7.272 -2.827  0.112
H -1.815 8.134 -4.177  0.110
H -0.940 9.278 -1.723  0.128
H -1.227 10.149 -3.208  0.129

Atomic forces in eV per Å
0.3 0.3 0.2
-0.3 -0.2 -0.2
1.5 0.8 1.9
-1.2 -0.8 -1.9
-0.4 0.4 0.0
0.9 -1.2 0.4
0.8 0.0 0.9
-2.2 1.9 -2.5
0.4 -1.2 0.7
0.5 -0.1 0.5
-0.9 0.5 -0.6
-0.2 0.0 0.1
2.4 -0.8 2.9
-0.4 0.1 0.4
-1.3 0.4 -2.7
-1.5 1.1 1.3
0.9 -0.2 -3.8
1.7 -1.2 0.0
-1.2 -0.2 2.4
-1.2 0.1 0.0
0.8 0.8 0.1
-0.2 0.3 0.2
0.1 -0.2 -0.5
0.2 0.3 -0.5
0.0 -0.2 0.0
0.7 0.0 0.1
-0.3 -0.7 0.5
1.1 0.3 -0.7
-1.6 0.1 -0.1
-0.8 0.1 -0.3
0.4 -0.7 0.8
0.8 0.5 -2.4
0.3 -0.3 0.8
-0.5 0.6 0.5
0.1 -0.2 0.0
-0.3 0.2 0.3
0.3 -0.2 0.5
0.1 -0.4 0.2
0.1 0.1 0.6
-1.0 1.8 1.2
2.0 -3.3 -1.9
0.3 -1.3 0.1
-1.3 1.1 1.1
-1.2 1.1 -1.6
0.0 0.6 1.5
0.8 -0.8 0.4
0.0 0.1 -0.6
-0.1 0.1 -0.2
0.4 0.7 0.5
-0.1 -0.2 -0.5
0.1 0.3 0.0
2.7 3.2 -0.8
-0.8 -1.2 0.0
-1.9 -2.7 0.5
0.4 1.5 -0.8
-0.6 -0.5 0.2
-0.4 0.2 0.3
0.1 -0.2 0.6
0.7 -0.3 0.4
-0.3 0.2 0.1
0.3 0.4 -0.7
0.0 -0.2 0.3
-0.3 -0.7 0.0
-2.8 -0.6 -0.1
2.9 1.5 0.5
1.9 1.0 -0.3
-0.8 -1.2 -0.2
0.0 -1.9 1.5
-1.3 -0.1 -1.4
-0.2 0.8 0.1
0.1 0.4 -0.2
0.1 0.0 0.0
-0.1 -0.1 -0.1
-0.2 -0.1 0.3
0.3 0.3 -0.2
0.9 -0.6 3.0
-0.9 0.1 -4.9
-0.4 -0.2 0.4
1.2 0.7 0.6
-0.4 0.5 0.7
0.2 -0.7 1.0
0.2 -0.1 -0.4
-0.4 -0.1 -0.6
0.1 -0.3 0.1
-0.6 0.6 0.0
-0.1 0.3 0.0
0.2 -0.1 0.2
-0.7 3.6 -0.7
0.2 -3.6 1.2
0.7 0.0 -0.6
0.0 -0.1 -0.5
0.5 0.5 -0.2
-0.4 -0.7 0.5
-0.1 0.3 0.0
0.2 -0.5 -0.4
-0.1 -0.2 0.7
-0.3 0.2 0.2
0.0 -0.2 -0.3
0.0 0.4 0.1
-1.2 -0.6 4.0
2.4 0.0 -3.4
-0.1 1.3 -3.1
-1.4 -0.9 2.8
-0.7 -0.2 0.1
0.1 0.5 -0.9
0.3 -0.1 -0.5
0.5 -0.1 0.4
0.0 0.0 -0.3
0.1 0.3 0.2
0.0 0.0 0.2
-0.1 -0.1 0.3
-2.4 -0.8 0.9
4.0 1.0 -1.5
1.6 0.9 0.1
-2.0 -1.0 -1.5
-1.9 -1.9 1.6
0.4 1.7 0.8
-0.4 -0.3 0.0
0.4 0.5 0.2
-0.2 0.0 0.3
0.5 -0.5 -0.5
0.1 -0.2 -0.1
0.0 0.5 -0.3
-4.0 -0.2 1.1
3.0 0.5 -1.3
2.4 0.0 0.9
0.0 0.2 -1.9
-0.8 -0.1 -0.3
-0.3 -0.3 1.2
0.2 -0.4 0.4
-0.3 0.2 0.2
-0.3 -0.1 -0.3
-0.1 0.3 -0.2
0.1 -0.1 0.1
0.2 0.0 0.1
0.6 0.2 1.0
-1.5 -0.8 -1.7
1.1 0.2 -0.4
-0.8 0.2 0.9
-0.9 -0.2 2.6
0.3 0.5 -0.1
0.3 0.1 -1.0
0.5 -0.3 -0.6
0.6 0.3 -0.2
-0.2 0.3 0.3
0.0 -0.4 -0.6
0.0 -0.1 -0.3
-0.4 0.6 0.6
0.2 1.9 1.1
0.4 -2.0 -2.6
0.4 -0.7 0.3
-0.8 -2.2 0.0
-1.0 0.0 -0.2
-0.6 -0.2 0.6
0.7 1.2 -0.4
0.0 0.2 0.4
0.2 0.4 -0.1
0.5 0.3 0.1
0.5 0.4 0.1

Charge ... +1
HOMO-LUMO gap ... 6.4 eV
DFT total energy ... -4472.17215 Ha